DFT (the ωB97M-V functional and the def2-TZVPD basis) results for a structure of composition C21H28ClKN4O10S.

Each line ends with the natural charge from an NBO analysis.
Element x y z (Å)
H1 5.0796 2.4499 1.4079  0.482
N1 -1.4784 -4.1616 0.3783  -0.622
H2 6.3905 0.7106 -0.3475  0.175
Cl1 -3.7309 -1.0195 -1.7445  2.553
C1 -1.3055 -4.2004 -1.0719  -0.417
O1 2.9389 -1.9164 1.0235  -0.778
H3 -0.9222 3.4227 1.0053  0.189
H4 -2.4152 -3.9329 0.6704  0.415
C2 2.1470 -1.1189 0.4793  0.684
C3 -2.0226 0.7132 2.6947  -0.244
H5 1.2888 -3.9306 -0.9511  0.240
O2 4.0624 3.6684 -0.1868  -0.676
H6 -2.2852 -4.3944 -1.5030  0.211
H7 0.0871 1.7521 4.0766  0.200
K1 -0.7768 -0.4099 -0.4478  0.898
C4 -0.5893 -3.7147 1.3034  0.341
H8 1.2912 -3.2113 1.7061  0.455
H9 -4.5350 1.1985 0.4898  0.216
C5 5.8227 1.6158 -0.1418  0.096
H10 2.4968 -4.3423 0.2425  0.236
O3 5.6457 1.6814 1.2563  -0.725
C6 -1.1788 1.7624 2.3353  0.002
C7 3.7756 2.6460 -0.8067  0.672
C8 -1.5779 2.6125 1.3102  -0.202
H11 1.2848 1.5382 -4.5758  0.208
N2 0.7235 -3.7760 1.0862  -0.595
H12 3.4218 2.2505 -3.4808  0.211
H13 1.1580 -5.4842 -0.0526  0.166
C9 1.3138 2.2952 -0.8490  0.085
H14 4.1065 0.6595 -1.0742  0.474
C10 1.3228 1.7825 -3.5228  -0.255
H15 0.8576 1.1782 2.5934  0.288
C11 2.4977 2.4556 -1.5597  -0.164
C12 1.4407 -4.4290 0.0036  -0.435
C13 2.4972 2.1941 -2.9213  -0.112
O4 -3.1728 -1.6758 -0.5758  -0.898
C14 -4.1544 -0.6129 2.4507  -0.634
H16 -1.7012 0.0095 3.4549  0.220
H17 -4.0477 -1.4350 1.7423  0.252
O5 -5.1064 -0.6853 -1.5008  -0.864
C15 -3.1311 3.2679 -0.5585  -0.630
O6 1.3373 -0.3379 1.0481  -0.827
H18 -2.8940 2.7272 -1.4771  0.242
H19 -0.6319 -4.9992 -1.3719  0.184
N3 4.5998 1.5700 -0.8996  -0.662
C16 2.0835 -1.1104 -1.0685  0.684
H20 -5.1986 -0.2917 2.4396  0.195
H21 1.2918 2.4491 0.2234  0.212
N4 0.2057 1.8237 -1.4097  -0.468
H22 -2.5694 4.2035 -0.5572  0.197
H23 -0.6935 1.1364 -3.1175  0.207
C17 -3.6081 1.3778 1.0257  -0.252
O7 2.9875 -0.5080 -1.7000  -0.796
C18 -2.7772 2.4179 0.6302  -0.010
S1 -1.1928 -3.1213 2.7766  -0.414
H24 0.5699 2.9180 2.8332  0.193
H25 6.3891 2.4894 -0.4847  0.145
C19 0.1616 1.9187 2.9999  -0.657
O8 1.0995 -1.7043 -1.5817  -0.823
O9 -3.6264 -1.8969 -2.8784  -0.862
H26 -0.9469 -3.2579 -1.4865  0.225
C20 0.2174 1.5692 -2.7140  0.042
O10 -2.9708 0.1909 -1.9919  -0.895
C21 -3.2466 0.5220 2.0635  0.015
H27 -3.9081 -0.9978 3.4400  0.208
H28 -4.1983 3.4982 -0.5798  0.200

Cartesian forces, eV/Å:
H 0.01 0.02 -0.01
N 0.00 -0.09 -0.10
H -0.04 -0.01 0.02
Cl -0.06 -0.06 -0.06
C -0.06 0.03 -0.04
O -0.02 -0.04 -0.02
H 0.00 0.00 0.00
H 0.00 -0.01 0.01
C 0.16 -0.07 -0.03
C -0.01 -0.02 0.00
H -0.01 0.02 -0.02
O -0.06 0.06 0.08
H -0.01 0.02 0.01
H 0.00 0.01 0.00
K -0.50 -0.20 0.65
C 0.05 0.03 0.09
H 0.05 0.03 -0.01
H 0.00 0.01 0.00
C 0.08 0.05 -0.11
H 0.01 -0.02 0.03
O -0.01 0.02 0.00
C 0.03 -0.02 0.00
C 0.35 -0.08 -0.26
C 0.03 -0.01 -0.01
H -0.01 0.00 0.01
N -0.08 0.05 -0.07
H 0.02 0.01 -0.01
H 0.01 0.01 -0.02
C 0.21 -0.19 -0.17
H 0.11 0.06 -0.19
C -0.02 -0.03 0.06
H 0.00 0.00 0.00
C -0.11 -0.12 0.16
C -0.01 0.01 0.06
C -0.04 -0.01 0.07
O -0.07 -0.10 0.01
C 0.02 -0.02 0.01
H -0.01 0.01 0.03
H 0.00 0.00 -0.01
O -0.16 0.06 0.05
C -0.01 0.01 0.00
O 0.05 0.13 0.03
H 0.00 0.00 0.00
H -0.02 -0.01 -0.04
N -0.44 0.02 0.33
C 0.29 -0.12 0.12
H 0.00 -0.01 0.01
H -0.01 0.01 0.02
N -0.06 0.56 -0.10
H 0.00 0.00 0.00
H -0.02 0.05 -0.03
C 0.01 0.01 -0.01
O 0.22 0.03 -0.03
C 0.02 -0.01 0.02
S -0.05 0.04 0.04
H 0.00 0.00 -0.01
H 0.03 -0.02 0.00
C 0.00 -0.02 0.00
O 0.02 -0.06 -0.16
O -0.02 -0.08 -0.11
H 0.12 -0.01 0.06
C 0.02 0.04 -0.20
O 0.01 0.04 -0.12
C 0.00 0.00 -0.01
H 0.00 0.00 0.00
H 0.00 0.00 0.00

Computed properties:
2S+1 ... 1
Net charge ... -2
HOMO-LUMO gap ... 6.44 eV
ΔE to the lowest compared entry with this formula, charge and spin ... 16.2 kcal per mole



DFT (the ωB97M-V functional and the def2-TZVPD basis) results for a structure of composition C21H28ClN3O2SeTm.

Each line ends with the natural charge from an NBO analysis.
Element x y z (Å)
N1 0.1967 -2.1021 0.7332  -0.633
H1 -1.5602 3.3575 -1.7470  0.228
N2 0.2647 2.0966 0.7110  -0.637
H2 -1.0367 -3.1641 -3.8984  0.207
H3 2.2276 -3.8793 -0.0203  0.194
O1 0.2783 4.0487 -0.3097  -0.481
H4 -0.5993 -3.9360 2.4537  0.204
H5 2.9573 1.7208 1.0386  0.249
C1 -0.2723 2.8595 -0.2247  0.699
C2 -0.0018 0.0005 3.9543  0.145
C3 2.3625 -2.2030 1.9775  -0.632
H6 1.4143 -5.0259 1.1064  0.192
C4 1.1884 2.8797 1.5099  0.079
H7 -2.3414 -2.4454 -0.4816  0.258
O2 0.1845 -4.0636 -0.2686  -0.482
H8 -1.6601 0.0204 0.8809  -0.494
C5 1.0803 -2.9011 1.5625  0.080
H9 -1.9678 2.2887 -5.0296  0.205
C6 -1.3001 -1.1889 -1.8557  -0.066
H10 -2.7598 3.0183 -3.6362  0.204
C7 -1.4098 2.5112 -1.0810  -0.520
H11 -1.9874 -2.2274 -5.0505  0.205
C8 1.4680 4.0139 0.5414  -0.076
H12 2.8839 -1.7927 1.1076  0.249
N3 0.0038 0.0008 2.7787  -0.674
H13 -0.4407 3.9763 2.4214  0.205
H14 0.0886 2.5525 3.3463  0.251
C9 0.2866 -3.3683 2.7715  -0.610
C10 1.3483 -4.0563 0.6154  -0.076
C11 -1.0728 0.0088 -1.2272  -0.356
Se1 0.0000 0.0002 5.6983  -0.277
H15 3.0126 -2.9299 2.4774  0.206
C12 -1.8645 -2.4534 -3.9861  -0.633
H16 -2.2914 2.4489 -0.4191  0.261
H17 -2.7770 -2.9676 -3.6610  0.204
C13 -1.7165 0.0241 -3.8788  -0.268
Tm1 0.1320 -0.0013 0.6487  1.367
C14 -0.3329 -2.8575 -0.2121  0.692
C15 -1.8479 2.5038 -3.9625  -0.631
H18 1.5791 4.9866 1.0177  0.192
Cl1 2.0601 -0.0461 -0.7248  -0.611
H19 0.9089 -4.0199 3.3897  0.198
H20 2.1575 -1.3894 2.6778  0.238
H21 -0.0453 -2.5178 3.3726  0.251
C16 2.4550 2.1467 1.9120  -0.631
H22 -1.9367 0.0299 -4.9414  0.180
C17 0.4342 3.3859 2.7284  -0.610
H23 -1.0180 3.2106 -3.8649  0.207
H24 2.2316 1.3382 2.6135  0.237
C18 -1.2925 1.2142 -1.8444  0.012
H25 3.1291 2.8541 2.4078  0.206
C19 -1.4340 -2.4944 -1.1086  -0.498
C20 -1.6144 -1.1901 -3.2253  0.002
H26 2.3222 3.8008 -0.1171  0.194
H27 1.0880 4.0261 3.3257  0.198
C21 -1.6064 1.2315 -3.2140  -0.033
H28 -1.5564 -3.3342 -1.7893  0.228

Cartesian forces, eV/Å:
N -1.54 -3.65 -1.69
H -0.05 -0.02 -0.03
N -1.35 3.66 -1.52
H -0.05 0.03 0.02
H -0.18 -0.04 0.15
O 0.56 1.41 -0.23
H 0.16 0.13 0.05
H -0.07 0.08 0.13
C 1.51 -2.03 2.67
C 0.01 0.03 -1.89
C 0.25 0.04 -0.06
H -0.04 -0.03 -0.10
C 0.08 0.63 -0.10
H 0.19 0.10 -0.04
O 0.52 -1.47 -0.24
H -2.48 0.01 0.73
C 0.04 -0.59 -0.09
H 0.01 0.07 0.09
C -0.69 -0.05 -1.94
H 0.09 -0.05 0.02
C -0.25 0.37 0.03
H 0.01 -0.07 0.09
C 0.11 0.37 -0.46
H -0.07 -0.08 0.12
N -0.01 0.06 3.65
H 0.16 -0.14 0.05
H 0.07 0.15 -0.12
C -0.24 -0.18 0.30
C 0.11 -0.38 -0.46
C 0.33 -0.06 0.96
Se 0.04 -0.01 1.19
H -0.04 0.10 0.01
C -0.10 -0.28 -0.57
H 0.20 -0.11 -0.05
H 0.09 0.05 0.02
C -0.07 0.01 -0.43
Tm -0.25 0.09 -0.08
C 1.53 1.99 2.74
C -0.10 0.28 -0.57
H -0.04 0.03 -0.10
Cl 2.75 -0.05 -1.91
H -0.01 0.01 0.07
H 0.00 -0.11 -0.02
H 0.06 -0.15 -0.12
C 0.24 -0.04 -0.07
H -0.02 0.00 -0.06
C -0.24 0.18 0.31
H -0.05 -0.03 0.02
H 0.00 0.11 -0.01
C -0.67 0.05 -1.92
H -0.04 -0.11 0.01
C -0.26 -0.36 -0.02
C 0.02 -0.32 0.62
H -0.18 0.04 0.15
H -0.01 -0.01 0.07
C 0.02 0.30 0.63
H -0.05 0.03 -0.01

Computed properties:
2S+1 ... 3
Net charge ... -1
HOMO-LUMO gap (spin up / spin down) ... 5.59 / 5.66 eV
ΔE to the lowest compared entry with this formula, charge and spin ... 20.6 kcal per mole
Expectation value of S² ... 2.00



DFT (the ωB97M-V functional and the def2-TZVPD basis) results for a structure of composition C21H28CoN8O3S3.

Each line ends with the natural charge from an NBO analysis.
Element x y z (Å)
H1 -2.7283 0.3080 -3.3751  0.223
H2 5.4319 -0.1284 5.6578  0.226
H3 -2.7303 2.0666 -3.5845  0.174
H4 4.4116 1.1686 -1.5026  0.219
H5 -3.9870 0.1928 0.5742  0.363
C1 3.5796 0.1089 4.6124  -0.247
H6 5.2907 -1.6906 1.6715  0.228
N1 0.7309 -0.4608 -2.1304  -0.331
N2 1.2696 -0.0465 0.9948  -0.672
H7 -1.5169 2.2483 -1.5584  0.367
H8 0.9626 -2.4084 -4.8145  0.212
C2 2.7392 0.4426 -2.6056  0.160
H9 -4.0858 2.1457 -1.3673  0.182
C3 -1.1801 -1.8752 0.6439  -0.097
N3 -1.2032 1.1367 1.0197  -0.521
O1 -2.1076 -3.9566 -2.6255  -0.962
H10 -4.3195 -0.7977 -2.1332  0.217
C4 3.8909 1.3726 -2.4404  -0.643
H11 -1.7914 -2.7667 2.2846  0.336
C5 0.8417 0.4043 2.1285  0.305
H12 3.0855 0.6078 5.4389  0.217
H13 -0.2562 1.6702 4.2330  0.178
S1 -0.5980 -3.3833 -0.2343  -0.145
H14 -0.4239 -2.3182 -3.7047  0.267
S2 2.6693 -0.9416 0.8324  0.802
C6 5.5166 -0.9657 3.6860  -0.223
H15 -0.7797 1.1431 -2.5150  0.399
C7 -2.7772 1.2596 -2.8449  -0.218
C8 -2.6887 2.6601 2.1664  -0.317
C9 3.5133 -0.7458 2.3714  -0.305
N4 1.6245 0.5189 -1.8519  -0.366
C10 -0.4331 1.0788 2.1571  0.111
H16 -2.8525 2.0023 0.1651  0.202
O2 -3.3883 -3.0727 -0.7484  -0.991
C11 2.8807 -0.1021 3.4299  0.230
S3 -2.1807 -3.0064 -1.5502  2.282
N5 -1.6055 1.3161 -1.9493  -0.853
H17 1.4785 1.0526 -1.0107  0.421
H18 0.9928 -3.2531 -3.2659  0.236
N6 -3.6412 -0.2874 -0.2479  -0.883
H19 3.5571 2.4111 -2.4272  0.222
C12 -2.2736 1.9384 1.0750  0.066
H20 -3.5619 3.2939 2.1117  0.221
N7 1.5643 0.3354 3.3037  -0.501
C13 4.8207 -1.1822 2.5050  -0.174
C14 0.6560 -2.3456 -3.7709  -0.656
H21 -3.6964 -1.2910 -0.0658  0.430
H22 6.5421 -1.2961 3.7797  0.227
H23 4.5938 1.2443 -3.2598  0.233
H24 -5.5389 0.0259 -1.1589  0.175
C15 1.2745 -1.1564 -3.1233  0.187
H25 -2.2550 3.0675 4.2389  0.217
H26 3.2066 -0.9643 -4.2261  0.223
C16 -0.8418 1.7475 3.3279  -0.231
C17 2.5387 -0.6134 -3.4574  -0.351
C18 4.8943 -0.3139 4.7378  -0.177
H27 -4.8859 1.5724 -2.8248  0.216
N8 -1.6926 -1.8802 1.7879  -0.730
Co1 -1.2831 -0.3238 -0.5095  1.048
C19 -4.1078 1.3301 -2.0982  -0.412
C20 -4.4742 0.0106 -1.4186  -0.217
C21 -1.9600 2.5348 3.3454  -0.165
O3 -1.8825 -1.6153 -1.9939  -1.045
H28 1.1708 0.7730 4.1144  0.412

Cartesian forces, eV/Å:
H 0.05 0.02 -0.03
H -0.04 -0.01 0.01
H 0.03 -0.03 0.01
H 0.06 0.06 0.00
H -0.03 -0.08 0.04
C 0.56 -0.04 0.64
H 0.06 0.02 0.03
N 0.13 -0.11 0.09
N 3.15 -2.39 -3.83
H 0.04 -0.01 0.04
H 0.01 0.03 -0.01
C 0.03 0.02 -0.17
H -0.12 0.07 -0.09
C 0.16 0.90 -0.12
N 0.40 -0.22 0.28
O 0.23 -0.02 -0.06
H -0.07 -0.01 0.02
C -0.11 0.00 0.09
H 0.24 -0.19 -0.33
C -2.47 1.79 3.23
H 0.03 0.01 -0.04
H -0.19 0.10 0.09
S -0.08 -0.21 0.19
H -0.09 -0.03 -0.02
S -1.31 1.10 1.23
C 0.08 -0.35 -0.84
H 0.05 0.06 0.06
C -0.19 0.04 0.05
C -0.24 0.16 -0.07
C -0.52 -0.19 -1.26
N 0.03 -0.06 -0.01
C 0.80 -0.45 -0.03
H 0.12 -0.08 0.05
O 0.05 0.00 -0.08
C -1.40 0.49 -0.15
S -0.32 -0.30 -0.34
N 0.15 -0.43 0.06
H -0.02 0.02 0.06
H -0.07 -0.03 -0.01
N 0.07 -0.10 0.00
H 0.05 0.02 0.00
C 0.08 0.04 -0.39
H -0.02 -0.04 -0.09
N 1.21 -0.43 -0.24
C 0.73 -0.21 0.31
C -0.04 -0.02 0.16
H -0.01 0.11 0.05
H -0.02 -0.02 -0.04
H 0.02 0.01 0.01
H 0.00 -0.04 -0.03
C 0.21 0.27 0.00
H 0.02 -0.05 0.06
H 0.03 0.02 -0.01
C -0.25 0.34 0.44
C 0.05 -0.05 0.00
C -0.79 0.38 0.28
H -0.03 0.03 0.02
N -0.06 0.14 0.77
Co -1.06 0.28 -0.52
C 0.25 -0.28 0.01
C -0.06 0.14 0.08
C 0.38 -0.13 0.22
O 0.05 0.00 0.02
H -0.03 -0.03 0.10

Computed properties:
2S+1 ... 4
HOMO-LUMO gap (spin up / spin down) ... 5.89 / 4.74 eV
Expectation value of S² ... 3.81